No. 1
Computed, not measured: one molecule with the formula C6H11P in a non-equilibrium geometry, with ωB97M-V/def2-TZVPD.

For the LUMO energy, the calculation gives 0.013 eV. Its total energy is -576.31435 a.u. For the HOMO energy, the calculation gives -7.503 eV. The strongest force on any atom comes out at 3.58 eV/A. For the HOMO-LUMO gap, the calculation gives 7.515 eV. As for the total charge: 0.

Bonds (Å) are listed after each position.
Cartesian coordinates (Å):
1 C -1.32 -0.98 0.78  C5 1.495, P7 1.570
2 C 0.85 0.79 -1.75  C6 1.479, P7 2.234, H8 1.130
3 C -1.82 -3.09 2.08  C5 1.499, H9 1.009, H10 1.077, H11 1.103
4 C 2.82 2.00 -1.91  C6 1.553, H12 1.025, H13 1.081, H14 1.121
5 C -2.15 -1.65 1.83  C1 1.495, C3 1.499, H15 1.055, H16 1.063
6 C 1.31 2.19 -1.60  C2 1.479, C4 1.553, H17 1.115, H18 1.081
7 P -0.56 -0.12 -0.29  C1 1.570, C2 2.234
8 H 0.44 0.64 -2.79  C2 1.130
9 H -1.67 -3.51 1.17  C3 1.009
10 H -2.56 -3.65 2.62  C3 1.077
11 H -0.94 -3.32 2.72  C3 1.103
12 H 3.42 1.61 -1.18  C4 1.025
13 H 3.19 2.91 -2.36  C4 1.081
14 H 2.81 1.09 -2.56  C4 1.121
15 H -1.97 -1.20 2.77  C5 1.055
16 H -3.14 -1.49 1.49  C5 1.063
17 H 0.88 2.91 -2.34  C6 1.115
18 H 1.27 2.64 -0.61  C6 1.081

Atomic partial charges in e from the Löwdin method, atoms 1 to 2: number 1, C, carries -0.494; number 2, C, carries -0.261

No. 2
Computed, not measured: one molecule with the formula C6H11P in a non-equilibrium geometry, with ωB97M-V/def2-TZVPD.

For the LUMO energy, the calculation gives 0.695 eV. Its total energy is -576.45051 a.u. For the HOMO energy, the calculation gives -8.546 eV. The strongest force on any atom comes out at 5.38 eV/A. For the HOMO-LUMO gap, the calculation gives 9.241 eV. As for the total charge: 0.

Bonds (Å) are listed after each position.
Cartesian coordinates (Å):
1 C 2.47 0.40 -1.32  C2 1.293, H8 1.050, H9 1.044
2 C 1.66 0.47 -0.31  C1 1.293, C4 1.457, P7 2.131
3 C -1.31 0.47 -0.12  C5 1.474, C6 1.496, P7 1.645
4 C 1.94 0.36 1.11  C2 1.457, H10 1.066, H11 1.100, H12 1.054
5 C -2.72 0.79 0.17  C3 1.474, H13 1.121, H14 1.090, H15 1.048
6 C -0.96 -0.94 0.22  C3 1.496, H16 1.119, H17 1.093, H18 1.125
7 P -0.15 1.56 -0.55  C2 2.131, C3 1.645
8 H 2.16 0.75 -2.26  C1 1.050
9 H 3.28 -0.25 -1.25  C1 1.044
10 H 1.59 1.19 1.69  C4 1.066
11 H 1.49 -0.59 1.43  C4 1.100
12 H 2.98 0.33 1.31  C4 1.054
13 H -2.77 0.57 1.27  C5 1.121
14 H -3.35 -0.07 -0.06  C5 1.090
15 H -2.94 1.71 -0.28  C5 1.048
16 H -1.14 -0.99 1.32  C6 1.119
17 H -1.57 -1.73 -0.24  C6 1.093
18 H 0.11 -1.12 -0.06  C6 1.125

Atomic partial charges in e from the Löwdin method, atoms 1 to 2: number 1, C, carries -0.038; number 2, C, carries -0.501

No. 3
Computed, not measured: one molecule with the formula C6H11P in a non-equilibrium geometry, with ωB97M-V/def2-TZVPD.

For the LUMO energy, the calculation gives 0.046 eV. Its total energy is -576.43887 a.u. For the HOMO energy, the calculation gives -8.473 eV. The strongest force on any atom comes out at 4.61 eV/A. For the HOMO-LUMO gap, the calculation gives 8.519 eV. As for the total charge: 0.

Bonds (Å) are listed after each position.
Cartesian coordinates (Å):
1 C 0.51 0.53 -1.01  C3 1.515, C4 1.514, P7 1.826
2 C 0.04 0.71 1.04  C3 1.560, C4 1.555, H8 1.006, H9 1.044
3 C 1.32 0.30 0.25  C1 1.515, C2 1.560, C5 1.548, H10 1.117
4 C -0.65 1.17 -0.27  C1 1.514, C2 1.555, C6 1.497, H11 1.094
5 C 1.94 -1.12 0.37  C3 1.548, H12 1.097, H13 1.044, H14 1.157
6 C -1.95 0.55 -0.67  C4 1.497, H15 1.060, H16 1.115, H17 1.174
7 P 0.82 -0.22 -2.65  C1 1.826, H18 1.318
8 H -0.34 -0.14 1.42  C2 1.006
9 H 0.05 1.46 1.77  C2 1.044
10 H 2.10 1.04 0.55  C3 1.117
11 H -0.66 2.27 -0.33  C4 1.094
12 H 1.09 -1.58 -0.16  C5 1.097
13 H 2.23 -1.33 1.35  C5 1.044
14 H 2.89 -1.22 -0.28  C5 1.157
15 H -2.22 -0.12 0.11  C6 1.060
16 H -1.84 -0.07 -1.59  C6 1.115
17 H -2.84 1.27 -0.94  C6 1.174
18 H -0.39 0.23 -2.94  P7 1.318

Atomic partial charges in e from the Löwdin method, atoms 1 to 2: number 1, C, carries -0.485; number 2, C, carries -0.098

No. 4
Computed, not measured: a 2-piece molecular cluster, C6H12 overall in a non-equilibrium geometry, with ωB97M-V/def2-TZVPD.

For the LUMO energy (spin up / spin down), the calculation gives 3.982 / 3.909 eV. Its total energy is -235.67622 a.u. For the HOMO energy (spin up / spin down), the calculation gives 1.512 / -5.745 eV. As for the spin multiplicity: 2. The strongest force on any atom comes out at 2.33 eV/A. For the HOMO-LUMO gap (spin up / spin down), the calculation gives 2.469 / 9.655 eV. As for the total charge: -1.

Bonds (Å) are listed after each position.
Cartesian coordinates (Å):
1 C 2.19 1.33 2.01  C2 1.501, H4 1.080, H5 1.101, H6 1.098
2 C 2.57 0.92 0.62  C1 1.501, C3 1.342, H7 1.091
3 C 2.34 1.62 -0.51  C2 1.342, H8 1.081, H9 1.086
4 H 1.30 1.94 2.13  C1 1.080
5 H 2.24 0.41 2.61  C1 1.101
6 H 3.04 1.87 2.46  C1 1.098
7 H 3.44 0.29 0.46  C2 1.091
8 H 2.90 1.37 -1.40  C3 1.081
9 H 1.61 2.41 -0.41  C3 1.086
10 C -2.78 -1.72 0.34  C11 1.511, H13 1.091, H14 1.102, H15 1.083
11 C -2.24 -1.66 -1.07  C10 1.511, C12 1.334, H16 1.082
12 C -2.05 -0.53 -1.76  C11 1.334, H17 1.086, H18 1.082
13 H -3.26 -2.69 0.41  C10 1.091
14 H -1.91 -1.69 1.02  C10 1.102
15 H -3.44 -0.90 0.61  C10 1.083
16 H -2.00 -2.60 -1.55  C11 1.082
17 H -1.59 -0.54 -2.74  C12 1.086
18 H -2.18 0.48 -1.40  C12 1.082

Atomic partial charges in e from the Löwdin method, atoms 1 to 2: number 1, C, carries -0.361; number 2, C, carries -0.347

No. 5
Computed, not measured: one molecule with the formula C6H12 in a non-equilibrium geometry, with ωB97M-V/def2-TZVPD.

For the LUMO energy, the calculation gives 1.108 eV. Its total energy is -235.68272 a.u. For the HOMO energy, the calculation gives -7.935 eV. The strongest force on any atom comes out at 3.17 eV/A. For the HOMO-LUMO gap, the calculation gives 9.043 eV. As for the total charge: 0.

Bonds (Å) are listed after each position.
Cartesian coordinates (Å):
1 C 1.54 0.49 -0.86  C2 1.527, H7 1.090, H8 1.094, H9 1.094
2 C 0.77 1.37 0.12  C1 1.527, C3 1.528, H10 1.094, H11 1.096
3 C 0.19 0.54 1.26  C2 1.528, C4 1.529, H12 1.104, H13 1.107
4 C -1.01 -0.26 0.75  C3 1.529, C5 1.431, H14 1.080
5 C -0.92 -1.63 0.35  C4 1.431, C6 1.678, H15 1.103, H16 1.087
6 C -1.22 -1.00 -1.17  C5 1.678, H17 1.095, H18 1.111
7 H 0.97 -0.41 -1.12  C1 1.090
8 H 2.48 0.15 -0.41  C1 1.094
9 H 1.77 1.02 -1.79  C1 1.094
10 H 1.43 2.16 0.50  C2 1.094
11 H -0.07 1.86 -0.37  C2 1.096
12 H -0.11 1.20 2.09  C3 1.104
13 H 0.98 -0.10 1.69  C3 1.107
14 H -1.98 0.17 0.97  C4 1.080
15 H 0.02 -2.14 0.63  C5 1.103
16 H -1.79 -2.25 0.56  C5 1.087
17 H -2.30 -0.90 -1.36  C6 1.095
18 H -0.75 -0.25 -1.85  C6 1.111

Atomic partial charges in e from the Löwdin method, atoms 1 to 2: number 1, C, carries -0.120; number 2, C, carries -0.273

No. 6
Computed, not measured: one molecule with the formula C6H12, with ωB97M-V/def2-TZVPD.

For the LUMO energy, the calculation gives 1.071 eV. Its total energy is -235.75160 a.u. For the HOMO energy, the calculation gives -10.013 eV. The strongest force on any atom comes out at 0.71 eV/A. For the HOMO-LUMO gap, the calculation gives 11.084 eV. As for the total charge: 0.

Bonds (Å) are listed after each position.
Cartesian coordinates (Å):
1 C -1.52 -0.98 0.69  C2 1.564, H7 1.095, H8 1.100, H9 1.107
2 C -0.32 -0.23 0.03  C1 1.564, C3 1.532, C4 1.553, C6 1.603
3 C -0.96 0.91 -0.76  C2 1.532, H10 1.103, H11 1.096, H12 1.082
4 C 0.75 0.20 1.08  C2 1.553, C5 1.540, H13 1.095, H14 1.101
5 C 1.85 0.13 0.00  C4 1.540, C6 1.545, H15 1.088, H16 1.095
6 C 0.87 -0.50 -1.02  C2 1.603, C5 1.545, H17 1.086, H18 1.105
7 H -2.24 -1.42 0.00  C1 1.095
8 H -1.32 -1.71 1.49  C1 1.100
9 H -2.08 -0.17 1.21  C1 1.107
10 H -1.28 0.52 -1.73  C3 1.103
11 H -0.24 1.72 -0.98  C3 1.096
12 H -1.82 1.30 -0.23  C3 1.082
13 H 0.53 1.17 1.53  C4 1.095
14 H 0.94 -0.51 1.90  C4 1.101
15 H 2.69 -0.52 0.23  C5 1.088
16 H 2.23 1.12 -0.28  C5 1.095
17 H 1.07 -1.49 -1.40  C6 1.086
18 H 0.79 0.15 -1.91  C6 1.105

Atomic partial charges in e from the Löwdin method, atoms 1 to 2: number 1, C, carries -0.049; number 2, C, carries -0.472